DFT (ωB97M-V with the def2-TZVPD basis set) results for C7H30AsF6N14O8 as an isolated structure at a distorted geometry.

## Properties
ΔE to the lowest compared entry with this formula, charge and spin: 0.0 kcal per mole
Charge: -1
Energy: -122143.283 eV

Geometry as XYZ:
```
66
Properties=species:S:1:pos:R:3:forces:R:3
As 0.360519 -0.355357 -0.190790 0.762 -0.322 0.244
F -0.038499 -1.960178 0.372788 -0.132 0.896 -0.058
F -0.868495 0.500622 0.834421 0.742 -0.844 -1.663
F 0.934987 1.261616 -0.735213 -1.445 -1.745 0.501
F 1.676726 -1.046772 -1.145956 -0.850 0.505 0.619
F -0.791918 -0.631421 -1.547823 1.515 1.072 1.549
F 1.397837 -0.155355 1.246742 -0.317 -0.149 -1.085
C -0.661904 -4.901033 2.529490 -1.071 0.477 0.843
O -1.373063 -3.963894 2.836790 0.304 -0.309 -0.200
N 0.460942 -4.813853 1.777107 0.235 0.527 -0.533
N -0.857248 -6.182152 2.973294 0.265 -1.071 -0.049
H 0.646840 -3.937859 1.317227 -0.005 -0.006 0.147
H 0.933406 -5.652357 1.502626 0.166 0.183 0.054
H -0.419451 -6.891059 2.410555 -0.183 -0.266 0.287
H -1.656867 -6.472943 3.506152 -0.135 0.462 -0.145
C 3.793006 -4.710696 0.490828 2.542 2.264 -0.570
O 4.906612 -4.216944 0.657145 -0.243 -0.587 0.246
N 2.771451 -3.955216 0.040827 -0.571 -0.906 0.175
N 3.534926 -6.013338 0.626483 -1.336 -2.552 0.371
H 1.918306 -4.473281 -0.053593 -0.392 0.988 -0.567
H 2.900064 -2.965193 -0.076955 -0.329 -0.043 -0.022
H 2.600220 -6.373855 0.543989 0.013 0.210 -0.209
H 4.191961 -6.762730 0.743551 0.618 0.708 0.140
C -1.499476 2.793839 -3.601589 0.283 -0.110 -0.037
O -0.920031 2.266035 -4.533010 -0.248 -0.159 0.023
N -2.762365 3.280159 -3.628924 -0.559 0.235 -0.535
N -0.957761 2.961333 -2.361587 0.183 -0.538 -0.455
H -3.083764 3.765691 -2.813381 -0.583 -0.072 -0.254
H -3.323201 3.160356 -4.452951 -0.008 0.156 0.161
H -0.016458 2.613424 -2.295926 0.071 0.578 0.577
H -1.413035 3.629350 -1.768695 0.714 -0.096 0.571
C -2.565342 3.704155 1.646753 0.215 -2.420 -0.797
O -3.365752 4.614995 1.583666 0.555 0.478 0.639
N -2.937939 2.391568 1.408069 -1.942 -0.103 -0.138
N -1.238265 3.699205 1.874633 0.933 2.694 0.412
H -2.317907 1.622118 1.200691 -0.037 0.396 0.545
H -3.816587 2.215101 1.870023 -0.083 -0.535 -0.547
H -0.869188 4.568324 2.232037 0.376 -0.121 -0.288
H -0.661488 2.885927 1.976508 -0.316 -0.101 0.107
C 2.831705 2.569584 -3.089955 -0.038 0.591 -1.817
O 3.114355 3.316257 -4.020584 0.556 -0.138 0.447
N 2.721655 1.207149 -3.224041 0.094 0.510 0.783
N 2.531351 2.990414 -1.842582 -0.392 -0.359 1.165
H 3.075201 0.734327 -4.032927 -0.467 0.108 -0.105
H 2.045854 0.835584 -2.584725 0.207 -1.058 -0.311
H 2.492505 3.960737 -1.588226 -0.006 0.000 -0.398
H 2.087647 2.306070 -1.228211 0.843 1.001 -0.158
C -4.275917 -0.484021 -1.827456 -1.449 1.666 1.423
O -5.495190 -0.674766 -1.773821 0.691 -0.694 -1.102
N -3.308661 -1.156485 -2.450737 0.002 -1.478 -1.053
N -3.790036 0.602180 -1.170470 0.254 0.672 0.713
H -2.364704 -1.117187 -2.093377 -0.301 -0.046 -0.530
H -3.596232 -1.798166 -3.169637 0.270 -0.258 0.328
H -2.809406 0.781253 -1.039792 -0.076 0.194 -0.259
H -4.468087 1.250136 -0.810474 0.190 -0.143 0.262
C 2.573754 3.235841 2.457671 0.625 -0.143 -0.619
O 2.850369 4.358651 2.838563 -0.166 -0.370 0.295
N 3.304321 2.482812 1.582439 0.513 -0.135 -0.522
N 1.469237 2.491851 2.783476 -0.334 1.183 0.703
H 3.008846 1.525578 1.561795 0.474 -0.316 -0.280
H 4.256430 2.671247 1.317939 -0.219 0.385 0.074
H 1.071955 2.703103 3.684117 -0.520 -0.400 -0.350
H 1.217671 1.760930 2.140703 -0.342 -0.454 0.748
O -1.457320 -0.706112 3.153591 -0.019 0.247 0.052
H -2.410862 -0.803052 3.215147 -0.012 -0.163 0.018
H -1.288236 -0.542250 2.215570 -0.084 -0.176 0.438
```
Forces are in eV/Å.